# 1
{"formula": "C29H41AuF5P2S", "method": "ωB97M-V with the def2-TZVPD basis set", "elements": ["Au", "C", "C", "C", "C", "C", "C", "H", "H", "H", "C", "H", "H", "H", "C", "H", "H", "H", "C", "H", "H", "H", "C", "H", "H", "H", "C", "C", "C", "C", "C", "C", "C", "C", "H", "H", "H", "H", "H", "H", "H", "H", "H", "H", "H", "H", "P", "C", "C", "P", "C", "C", "C", "H", "H", "H", "H", "H", "H", "H", "H", "H", "H", "H", "H", "H", "H", "F", "C", "C", "F", "C", "F", "C", "S", "C", "F", "C", "F"], "positions_angstrom": [[1.21, 2.75, 0.38], [3.71, -0.35, -0.04], [3.17, -0.16, -1.37], [3.15, 1.92, -0.29], [3.69, 0.87, 0.62], [2.85, 1.17, -1.53], [4.25, -1.63, 0.46], [3.62, -2.46, 0.14], [4.30, -1.61, 1.56], [5.27, -1.83, 0.09], [4.30, 1.14, 1.94], [4.12, 0.32, 2.65], [3.88, 2.06, 2.38], [5.40, 1.29, 1.84], [3.91, 3.22, -0.35], [4.97, 3.02, -0.58], [3.81, 3.72, 0.62], [3.50, 3.91, -1.10], [2.28, 1.78, -2.74], [3.00, 1.77, -3.57], [1.98, 2.81, -2.52], [1.37, 1.23, -3.06], [3.04, -1.20, -2.41], [3.77, -1.07, -3.22], [2.03, -1.16, -2.86], [3.18, -2.19, -1.98], [0.02, -1.75, 1.32], [0.83, -2.53, 0.58], [0.55, -3.28, -0.66], [-0.62, -2.77, -1.53], [-0.54, -1.35, -2.01], [-1.06, -0.26, -1.43], [-1.46, -0.01, 0.00], [-1.33, -1.18, 1.05], [0.28, -4.32, -0.40], [-1.54, -2.90, -0.96], [1.47, -3.36, -1.27], [-2.04, -2.02, 0.85], [0.37, -1.53, 2.35], [1.81, -2.74, 1.01], [-1.66, -0.70, 2.00], [-0.90, 0.85, 0.43], [-1.22, 0.62, -2.10], [-2.51, 0.39, -0.05], [-0.69, -3.41, -2.42], [-0.10, -1.24, -3.01], [-3.85, -2.00, -0.45], [-4.76, -2.66, 1.01], [-4.26, -3.43, -1.55], [-4.35, 0.35, -2.28], [-5.13, -0.79, -1.01], [-4.91, -0.68, -3.73], [-5.86, 1.40, -2.41], [-4.97, -1.86, 1.74], [-4.15, -3.44, 1.48], [-5.71, -3.11, 0.67], [-5.31, -3.71, -1.39], [-3.62, -4.28, -1.23], [-4.08, -3.23, -2.62], [-6.73, 0.76, -2.58], [-5.74, 2.08, -3.26], [-6.00, 1.98, -1.49], [-5.49, -0.20, -0.15], [-6.00, -1.34, -1.45], [-4.87, -0.04, -4.62], [-5.96, -0.97, -3.56], [-4.31, -1.58, -3.89], [4.17, 3.53, 6.47], [3.16, 3.47, 5.57], [2.49, 2.28, 5.31], [2.73, 1.20, 6.09], [1.58, 2.22, 4.25], [1.05, 1.02, 3.90], [1.25, 3.36, 3.50], [0.05, 3.30, 2.25], [1.95, 4.55, 3.78], [1.84, 5.59, 2.90], [2.85, 4.62, 4.84], [3.48, 5.78, 5.12]], "e_homo_ev": [-10.098, -10.096], "homo_lumo_gap_ev": [6.58, 3.56], "e_tot_ev": -77419.1497, "spin_multiplicity": 3, "charge": 1, "s_squared": 2.024}

# 2
{"formula": "C29H41BN", "method": "ωB97M-V with the def2-TZVPD basis set", "elements": ["C", "C", "C", "C", "C", "C", "C", "C", "C", "C", "C", "C", "C", "C", "C", "C", "C", "C", "C", "C", "C", "C", "H", "H", "H", "H", "H", "H", "H", "H", "H", "H", "H", "H", "H", "H", "H", "H", "H", "H", "H", "H", "H", "H", "H", "H", "H", "H", "H", "H", "H", "C", "C", "N", "B", "H", "C", "C", "C", "C", "C", "H", "H", "H", "H", "H", "H", "H", "H", "H", "H", "H"], "positions_angstrom": [[3.05, -2.97, -2.21], [2.26, -1.70, -2.37], [1.98, -0.91, -1.25], [1.39, 0.35, -1.42], [1.45, 1.36, -0.31], [0.76, 0.66, -2.64], [-0.21, 1.82, -2.74], [0.54, 3.11, -3.10], [-1.14, 2.06, -1.50], [-1.56, 0.86, -0.72], [-2.95, 0.58, -0.53], [-3.52, -0.58, -1.16], [-2.65, -1.55, -1.89], [-4.90, -0.74, -1.18], [-5.76, 0.19, -0.58], [-7.24, 0.02, -0.68], [-5.20, 1.29, 0.09], [-3.83, 1.50, 0.13], [-3.29, 2.71, 0.84], [1.12, -0.08, -3.79], [0.79, 0.41, -5.18], [1.83, -1.27, -3.63], [3.21, -3.44, -3.18], [4.03, -2.78, -1.76], [2.53, -3.68, -1.56], [2.25, -1.27, -0.25], [1.71, 2.36, -0.67], [0.50, 1.44, 0.24], [2.20, 1.08, 0.42], [-0.89, 1.59, -3.58], [1.19, 2.97, -3.97], [-0.16, 3.92, -3.32], [1.18, 3.44, -2.26], [-0.71, 2.83, -0.82], [-2.06, 2.52, -1.90], [-0.85, 0.06, -0.57], [-3.21, -2.46, -2.11], [-2.30, -1.14, -2.85], [-1.77, -1.81, -1.30], [-5.33, -1.61, -1.68], [-7.75, 0.76, -0.05], [-7.60, 0.14, -1.71], [-7.54, -0.98, -0.35], [-5.87, 2.00, 0.59], [-4.04, 3.10, 1.54], [-2.39, 2.46, 1.41], [-3.04, 3.52, 0.14], [1.36, -0.18, -5.91], [-0.28, 0.30, -5.42], [1.07, 1.46, -5.33], [2.06, -1.88, -4.50], [1.40, -2.43, 5.59], [2.60, -1.71, 5.07], [2.51, -0.98, 3.93], [1.10, -0.88, 3.12], [0.86, -0.16, 2.04], [3.62, -0.38, 3.48], [3.54, 0.41, 2.22], [4.84, -0.46, 4.14], [4.95, -1.20, 5.31], [3.79, -1.83, 5.77], [1.69, -2.94, 6.51], [0.57, -1.75, 5.82], [1.04, -3.20, 4.88], [0.80, -2.01, 2.78], [0.27, -0.47, 3.92], [4.55, 0.77, 1.97], [3.19, -0.22, 1.39], [2.88, 1.28, 2.34], [5.68, 0.06, 3.70], [5.89, -1.28, 5.85], [3.79, -2.42, 6.68]], "e_homo_ev": -10.951, "relative_energy_kj_mol": 53.2, "homo_lumo_gap_ev": 5.56, "e_tot_ev": -32897.1213, "charge": 1}